[1]
Density functional theory data (ωB97M-V/def2-TZVPD) for a structure of composition C21H42BrF8InO6P.

```
80
Properties=species:S:1:pos:R:3:lowdin_charge:R:1
C -0.860 0.890 5.165 -0.129
O -0.616 1.884 4.209 -0.188
C -1.127 1.523 2.926 -0.242
C -1.126 2.757 2.069 -0.163
C -2.262 3.774 2.408 -0.175
C -3.189 4.069 1.209 -0.190
C -4.586 3.384 1.266 -0.209
C -4.767 2.291 0.202 -0.328
C -4.277 0.934 0.766 -0.258
In -3.530 -0.515 -0.774 0.691
C -4.307 -2.523 -0.104 -0.419
C -3.572 -2.913 1.180 -0.133
F -4.193 -3.532 -1.078 -0.135
P -4.377 0.108 -3.121 0.313
O -3.236 1.210 -3.678 -0.503
Br -6.309 1.296 -2.904 0.094
C -1.255 -0.539 -0.702 -0.426
F -0.884 -1.131 0.471 0.015
F -0.804 0.761 -0.662 0.012
C -0.512 -1.176 -1.883 -0.413
F 0.815 -1.361 -1.553 0.092
F -0.513 -0.363 -2.936 0.148
C -1.021 -2.569 -2.284 -0.579
F -0.117 -3.123 -3.119 0.151
F -2.163 -2.492 -2.943 0.164
F -1.128 -3.364 -1.235 0.193
H -1.895 0.539 5.148 0.084
H -0.199 0.029 5.033 0.085
H -0.677 1.327 6.145 0.081
H -0.520 0.726 2.491 0.118
H -2.129 1.114 3.082 0.104
H -1.195 2.527 1.011 0.088
H -0.158 3.232 2.218 0.111
H -2.810 3.384 3.260 0.102
H -1.759 4.701 2.663 0.094
H -2.721 3.776 0.271 0.096
H -3.318 5.147 1.168 0.092
H -5.337 4.167 1.163 0.094
H -4.693 2.936 2.249 0.095
H -4.235 2.540 -0.712 0.066
H -5.828 2.187 0.012 0.063
H -3.469 1.126 1.471 0.004
H -5.095 0.488 1.328 0.037
H -5.356 -2.409 0.162 0.065
H -2.675 -3.495 0.987 0.062
H -4.208 -3.424 1.902 0.059
H -3.248 -1.995 1.670 0.044
H -2.703 1.538 -2.948 -0.006
C 3.554 0.093 1.238 -0.096
O 4.398 -1.003 1.568 -0.196
C 4.225 -1.437 2.906 -0.209
C 3.307 -2.641 2.972 -0.216
O 2.012 -2.318 2.507 -0.185
C 1.812 -2.695 1.148 -0.094
H 3.483 0.146 0.153 0.072
H 2.549 -0.029 1.645 0.086
H 3.989 1.026 1.612 0.091
H 3.836 -0.622 3.525 0.125
H 5.209 -1.716 3.297 0.121
H 3.219 -2.964 4.016 0.122
H 3.725 -3.474 2.398 0.124
H 1.583 -3.765 1.085 0.095
H 2.690 -2.478 0.537 0.086
H 0.974 -2.134 0.752 0.057
C 5.448 -0.546 -2.297 -0.095
O 5.347 0.642 -3.067 -0.187
C 5.794 0.484 -4.401 -0.213
C 4.641 0.254 -5.358 -0.212
O 3.963 -0.963 -5.098 -0.192
C 2.778 -0.799 -4.326 -0.103
H 4.808 -0.434 -1.425 0.067
H 5.127 -1.426 -2.857 0.088
H 6.480 -0.687 -1.956 0.090
H 6.519 -0.333 -4.471 0.124
H 6.304 1.411 -4.684 0.122
H 5.042 0.187 -6.376 0.122
H 3.944 1.097 -5.328 0.126
H 1.958 -0.450 -4.962 0.092
H 2.920 -0.096 -3.504 0.084
H 2.511 -1.770 -3.914 0.086
```

The multiplicity is 1. As for the total charge: -1. Its orbital gap is 7.09 eV. The calculation puts the molar mass at 768.24 g mol⁻¹. For the total energy, the calculation gives -5181.1742 Eh.

[2]
Density functional theory data (ωB97M-V/def2-TZVPD) for a structure of composition C21H42F2HfO21.

```
87
Properties=species:S:1:pos:R:3:lowdin_charge:R:1
Hf -0.633 0.336 -0.115 2.218
F -2.498 -0.136 1.198 -0.499
F 0.688 1.965 -1.161 -0.472
C -2.043 4.818 3.133 -0.054
O -1.789 3.771 2.266 -0.001
C -0.621 3.033 2.387 -0.341
O -0.316 2.079 1.574 -0.063
O 0.167 3.450 3.457 -0.002
C 1.451 2.802 3.649 0.013
H -2.860 5.422 2.737 0.112
H -1.134 5.352 3.408 0.107
H -2.465 4.426 4.058 0.106
H 2.067 2.830 2.750 0.086
H 1.407 1.721 3.781 0.075
H 1.928 3.196 4.546 0.114
C 2.418 -1.625 4.687 0.012
O 1.891 -0.924 3.519 -0.006
C 0.606 -0.608 3.348 -0.501
O 0.118 -0.330 2.228 -0.028
O -0.069 -0.693 4.516 0.006
C -1.455 -0.760 4.698 -0.036
H 2.322 -0.880 5.477 0.104
H 3.383 -2.128 4.747 0.104
H 1.784 -2.492 4.871 0.094
H -1.981 -1.477 4.068 0.104
H -2.071 0.139 4.683 0.103
H -1.646 -1.195 5.678 0.102
C 1.736 -4.277 2.078 -0.030
O 0.758 -3.355 1.635 0.022
C 0.419 -3.164 0.334 -0.484
O -0.169 -2.151 -0.028 0.023
O 0.834 -4.188 -0.412 0.011
C 0.398 -4.338 -1.718 -0.018
H 2.721 -3.834 1.932 0.071
H 1.911 -5.130 1.422 0.103
H 1.706 -4.579 3.125 0.109
H 0.047 -3.458 -2.257 0.077
H -0.548 -4.835 -1.504 0.116
H 1.074 -4.952 -2.313 0.118
C -1.052 4.757 -1.130 -0.031
O -2.376 4.392 -1.545 -0.017
C -2.797 3.070 -1.171 -0.370
O -2.097 2.193 -0.579 -0.060
O -4.116 2.829 -1.356 0.017
C -4.823 3.697 -2.279 -0.001
H -0.817 4.358 -0.143 0.072
H -0.930 5.839 -1.162 0.108
H -0.243 4.299 -1.699 0.087
H -5.853 3.376 -2.439 0.108
H -4.289 3.797 -3.223 0.103
H -4.741 4.686 -1.828 0.099
C 2.982 0.681 -3.034 -0.024
O 2.353 -0.494 -3.494 -0.019
C 1.049 -0.893 -3.213 -0.423
O 0.427 -0.566 -2.192 -0.014
O 0.560 -1.701 -4.178 -0.007
C 0.988 -1.714 -5.514 -0.029
H 4.050 0.465 -3.051 0.106
H 2.618 0.763 -2.010 0.060
H 2.858 1.608 -3.594 0.111
H 0.364 -2.417 -6.067 0.101
H 2.040 -1.934 -5.690 0.107
H 0.719 -0.775 -5.998 0.108
C 4.189 -2.007 -0.030 0.024
O 4.147 -0.557 0.252 0.007
C 2.974 0.115 0.506 -0.457
O 1.784 -0.228 0.289 -0.032
O 3.234 1.365 0.948 -0.015
C 4.549 1.963 1.106 0.007
H 5.119 -2.477 -0.349 0.107
H 3.443 -2.215 -0.796 0.088
H 3.898 -2.687 0.771 0.068
H 5.141 2.164 0.214 0.107
H 5.074 1.352 1.841 0.102
H 4.324 2.902 1.612 0.094
C -5.002 -1.271 -1.308 -0.023
O -4.155 -2.000 -2.157 -0.002
C -2.849 -1.610 -2.343 -0.388
O -2.238 -0.825 -1.547 -0.054
O -2.186 -2.254 -3.347 0.002
C -2.889 -3.039 -4.322 -0.013
H -4.695 -1.348 -0.265 0.102
H -6.032 -1.595 -1.456 0.110
H -4.958 -0.214 -1.572 0.097
H -2.588 -2.759 -5.332 0.098
H -3.953 -2.808 -4.375 0.100
H -2.744 -4.116 -4.232 0.107
```

The multiplicity is 1. As for the total charge: +2. Its orbital gap is 10.39 eV. The calculation puts the molar mass at 847.03 g mol⁻¹. For the total energy, the calculation gives -2652.6940 Eh. The value obtained for the energy above the lowest of the compared OMol25 structures with the same formula, charge and spin is 576.7 kJ/mol.

[3]
Density functional theory data (ωB97M-V/def2-TZVPD) for a structure of composition C21H42F3N4O11S5.

```
86
Properties=species:S:1:pos:R:3:lowdin_charge:R:1
N 0.812 -0.363 0.414 0.134
C 1.857 -0.112 1.076 -0.580
N 2.607 -1.135 1.727 0.124
N 2.354 1.162 1.172 0.050
C 1.459 2.105 1.842 -0.197
C 1.698 3.558 1.427 -0.181
C 3.198 3.945 1.438 -0.216
C 3.921 3.871 0.056 -0.226
S 5.092 2.501 -0.124 0.507
O 5.597 2.154 1.188 -0.352
O 6.166 3.004 -0.953 -0.362
N 4.287 1.331 -0.918 -0.336
S 5.129 -0.016 -1.206 0.489
O 6.015 0.150 -2.330 -0.333
O 5.751 -0.641 -0.063 -0.351
C 3.803 -1.136 -1.733 -0.202
C 3.266 -0.578 -3.055 -0.227
O 2.123 -1.328 -3.528 -0.112
C 1.339 -0.514 -4.363 -0.114
C 0.136 -0.002 -3.565 -0.653
F 0.482 0.879 -2.662 0.179
F -0.795 0.540 -4.353 0.135
F -0.402 -1.033 -2.902 0.130
H 0.574 -1.351 0.432 0.046
H 3.568 -1.162 1.380 0.074
H 2.221 -2.050 1.521 0.077
H 3.238 1.123 1.675 0.111
H 1.457 2.012 2.937 0.099
H 0.434 1.858 1.547 0.095
H 1.160 4.191 2.145 0.105
H 1.251 3.781 0.451 0.107
H 3.751 3.422 2.223 0.100
H 3.235 5.012 1.701 0.097
H 3.204 3.893 -0.769 0.094
H 4.520 4.778 -0.046 0.086
H 3.015 -1.219 -0.980 0.072
H 4.234 -2.132 -1.864 0.106
H 4.056 -0.662 -3.810 0.124
H 3.023 0.472 -2.871 0.106
H 1.906 0.323 -4.784 0.142
H 0.962 -1.091 -5.218 0.138
C -3.812 -0.654 -4.663 -0.222
C -5.258 -0.972 -5.063 -0.217
C -5.209 -1.734 -6.393 -0.225
S -3.629 -2.588 -6.423 0.664
O -2.829 -2.037 -7.486 -0.319
O -3.852 -4.007 -6.299 -0.330
C -3.030 -1.948 -4.865 -0.228
H -3.744 -0.304 -3.634 0.110
H -3.413 0.129 -5.312 0.118
H -5.717 -1.600 -4.296 0.114
H -5.861 -0.069 -5.150 0.112
H -6.011 -2.464 -6.473 0.099
H -5.238 -1.056 -7.244 0.102
H -1.955 -1.798 -4.917 0.089
H -3.270 -2.678 -4.092 0.111
C -0.628 -1.805 6.693 -0.225
C 0.875 -2.109 6.754 -0.218
C 1.523 -1.470 5.519 -0.217
S 0.494 -0.065 5.086 0.663
O -0.112 -0.319 3.804 -0.314
O 1.208 1.153 5.365 -0.316
C -0.739 -0.322 6.356 -0.225
H -1.127 -2.040 7.633 0.111
H -1.093 -2.403 5.905 0.117
H 1.297 -1.671 7.661 0.114
H 1.069 -3.181 6.788 0.110
H 2.533 -1.122 5.724 0.105
H 1.532 -2.151 4.670 0.098
H -1.719 -0.035 5.979 0.104
H -0.468 0.298 7.211 0.107
C -4.246 0.022 0.020 -0.230
C -3.437 -1.111 0.663 -0.211
C -2.414 -0.468 1.607 -0.229
S -3.135 1.082 2.148 0.658
O -2.346 2.171 1.638 -0.308
O -3.488 0.989 3.546 -0.340
C -4.626 0.957 1.163 -0.236
H -5.128 -0.353 -0.499 0.108
H -3.625 0.553 -0.706 0.116
H -4.109 -1.759 1.232 0.112
H -2.942 -1.729 -0.087 0.111
H -2.215 -1.090 2.475 0.090
H -1.480 -0.244 1.088 0.070
H -4.929 1.947 0.830 0.104
H -5.403 0.518 1.790 0.103
```

The multiplicity is 1. As for the total charge: -1. Its orbital gap is 6.95 eV. The calculation puts the molar mass at 743.91 g mol⁻¹. For the total energy, the calculation gives -4162.6048 Eh.